{
  "formula": "H4NP",
  "method": "the ωB97M-V functional and the def2-TZVPD basis",
  "symbols": ["N", "P", "H", "H", "H", "H"],
  "coordinates": [[-1.57, 0.03, 0.07], [1.60, 0.00, -0.35], [-1.75, -0.83, -0.35], [-1.82, 0.00, 0.97], [1.90, 1.12, -1.22], [0.89, 0.96, 0.24]],
  "lumo_ev": [-1.01, -0.87],
  "homo_lumo_gap_ev": [9.81, 7.86],
  "charge": 0,
  "e_tot_ev": -10839.382,
  "e_above_lowest_kcal_mol": 86.44,
  "e_homo_ev": [-10.819, -8.727],
  "spin_multiplicity": 1
}


{
  "formula": "C8H16N4",
  "method": "the ωB97M-V functional and the def2-TZVPD basis",
  "symbols": ["C", "C", "C", "C", "C", "C", "C", "C", "N", "N", "N", "N", "H", "H", "H", "H", "H", "H", "H", "H", "H", "H", "H", "H", "H", "H", "H", "H"],
  "coordinates": [[-0.93, 0.58, 1.10], [2.09, 0.80, 0.67], [-3.03, 1.85, 0.41], [-2.65, -0.59, -0.18], [-1.18, 1.07, -1.25], [3.30, -1.16, -0.38], [2.84, -0.92, 1.97], [-1.90, 0.72, 0.06], [-0.17, 0.43, 1.94], [1.95, 1.76, -0.07], [2.09, 2.94, -0.42], [2.65, -0.39, 0.68], [-3.89, 1.06, 0.62], [-2.89, 2.45, 1.32], [-3.15, 2.42, -0.55], [-3.47, -0.39, -0.98], [-2.18, -1.51, -0.59], [-3.14, -0.99, 0.85], [-1.85, 0.76, -2.08], [-0.65, 2.03, -1.29], [-0.46, 0.23, -1.30], [3.27, -0.47, -1.23], [4.34, -1.31, -0.16], [2.83, -2.12, -0.65], [3.91, -0.55, 2.28], [2.09, -0.48, 2.59], [2.75, -2.02, 2.00], [1.33, 3.49, -0.80]],
  "lumo_ev": 0.63,
  "homo_lumo_gap_ev": 8.31,
  "charge": 0,
  "e_tot_ev": -14510.412,
  "e_above_lowest_kcal_mol": 85.41,
  "e_homo_ev": -7.677,
  "spin_multiplicity": 1
}


{
  "formula": "C3H3NO",
  "method": "the ωB97M-V functional and the def2-TZVPD basis",
  "symbols": ["C", "C", "O", "C", "N", "H", "H", "H"],
  "coordinates": [[0.50, 0.75, 0.40], [0.15, -0.65, -0.03], [0.86, -1.61, 0.14], [-1.15, -0.82, -0.72], [-2.16, -0.97, -1.27], [0.93, 0.73, 1.40], [1.25, 1.15, -0.30], [-0.37, 1.42, 0.38]],
  "lumo_ev": -0.44,
  "homo_lumo_gap_ev": 10.85,
  "charge": 0,
  "e_tot_ev": -6696.238,
  "e_above_lowest_kcal_mol": 5.85,
  "e_homo_ev": -11.294,
  "spin_multiplicity": 1
}


{
  "formula": "C3H2INS2",
  "method": "the ωB97M-V functional and the def2-TZVPD basis",
  "symbols": ["C", "C", "C", "N", "S", "S", "I", "H", "H"],
  "coordinates": [[0.94, 0.15, 0.68], [-0.89, 1.06, 0.81], [-0.36, -0.47, -1.19], [0.78, -0.38, -0.45], [-0.44, -1.40, -2.55], [-1.75, 0.15, -0.39], [-1.69, 1.41, 2.71], [1.76, 0.34, 1.24], [1.64, -0.86, -0.85]],
  "lumo_ev": [-0.94, -0.91],
  "homo_lumo_gap_ev": [6.36, 6.68],
  "charge": 0,
  "e_tot_ev": -34399.674,
  "e_above_lowest_kcal_mol": 101.07,
  "e_homo_ev": [-7.303, -7.586],
  "spin_multiplicity": 1
}


{
  "formula": "C4H6N2O",
  "method": "the ωB97M-V functional and the def2-TZVPD basis",
  "symbols": ["N", "C", "C", "C", "C", "O", "N", "H", "H", "H", "H", "H", "H"],
  "coordinates": [[-2.24, -0.52, 0.15], [-0.92, -0.01, 0.06], [-0.32, 1.21, -0.11], [1.10, 0.99, -0.19], [1.29, -0.36, -0.04], [2.40, -1.15, -0.05], [0.08, -0.98, 0.10], [-2.75, -0.45, -0.72], [-2.79, -0.19, 0.93], [-0.82, 2.17, -0.18], [1.88, 1.72, -0.37], [3.17, -0.58, -0.16], [-0.07, -1.86, 0.57]],
  "lumo_ev": 0.89,
  "homo_lumo_gap_ev": 8.47,
  "charge": 0,
  "e_tot_ev": -9272.555,
  "e_above_lowest_kcal_mol": 21.83,
  "e_homo_ev": -7.587,
  "spin_multiplicity": 1
}


{
  "formula": "C4H10N2O",
  "method": "the ωB97M-V functional and the def2-TZVPD basis",
  "symbols": ["C", "C", "C", "C", "N", "O", "N", "H", "H", "H", "H", "H", "H", "H", "H", "H", "H"],
  "coordinates": [[0.61, -1.83, 0.34], [0.55, -0.46, -0.45], [0.07, 0.78, 0.41], [-1.49, 0.82, 0.30], [-2.12, 1.99, 0.06], [-2.07, -0.23, 0.30], [1.90, -0.15, -1.03], [1.07, -1.77, 1.39], [1.09, -2.54, -0.44], [-0.29, -2.19, 0.67], [-0.14, -0.72, -1.25], [0.40, 0.51, 1.51], [0.52, 1.71, 0.30], [-3.10, 2.10, -0.08], [-1.74, 2.90, -0.23], [2.21, -1.05, -1.51], [2.52, 0.13, -0.28]],
  "lumo_ev": 0.92,
  "homo_lumo_gap_ev": 10.14,
  "charge": 0,
  "e_tot_ev": -9337.254,
  "e_above_lowest_kcal_mol": 39.97,
  "e_homo_ev": -9.214,
  "spin_multiplicity": 1
}


{
  "formula": "C4H5NO",
  "method": "the ωB97M-V functional and the def2-TZVPD basis",
  "symbols": ["C", "C", "C", "O", "C", "N", "H", "H", "H", "H", "H"],
  "coordinates": [[0.77, -0.52, -0.93], [0.22, 0.06, 0.37], [-0.80, 1.18, 0.11], [-1.21, 1.44, -0.99], [-0.49, -0.89, 1.25], [-1.12, -1.54, 1.96], [1.44, -1.37, -0.74], [-0.04, -0.83, -1.59], [1.34, 0.26, -1.44], [1.03, 0.48, 0.98], [-1.14, 1.72, 1.02]],
  "lumo_ev": 0.59,
  "homo_lumo_gap_ev": 11.24,
  "charge": 0,
  "e_tot_ev": -7765.797,
  "e_above_lowest_kcal_mol": 16.83,
  "e_homo_ev": -10.651,
  "spin_multiplicity": 1
}


{
  "formula": "C4H7N5O2",
  "method": "the ωB97M-V functional and the def2-TZVPD basis",
  "symbols": ["C", "C", "C", "C", "N", "N", "N", "N", "N", "O", "O", "H", "H", "H", "H", "H", "H", "H"],
  "coordinates": [[-1.60, -1.01, -0.11], [0.77, -0.87, -0.73], [-0.37, 0.56, 1.02], [-0.49, -0.06, -0.38], [-1.96, -2.14, 0.12], [-3.35, -2.29, 0.22], [-3.98, -1.24, 0.14], [-3.35, -0.14, -0.22], [-4.04, 1.04, -0.17], [-3.39, 2.00, -0.60], [-5.12, 0.99, 0.29], [1.09, -1.42, 0.20], [1.47, -0.07, -1.26], [0.49, -1.55, -1.50], [0.55, 1.39, 1.02], [-0.32, -0.30, 1.81], [-1.31, 1.09, 1.28], [-0.70, 0.68, -1.11]],
  "lumo_ev": -0.53,
  "homo_lumo_gap_ev": 10.02,
  "charge": 0,
  "e_tot_ev": -15798.892,
  "e_above_lowest_kcal_mol": 163.63,
  "e_homo_ev": -10.550,
  "spin_multiplicity": 1
}


{
  "formula": "C16H16N2PdS2",
  "method": "the ωB97M-V functional and the def2-TZVPD basis",
  "symbols": ["Pd", "C", "N", "C", "C", "C", "C", "C", "C", "C", "C", "H", "H", "H", "H", "H", "H", "H", "H", "H", "H", "H", "H", "S", "C", "N", "C", "C", "C", "C", "C", "C", "S", "H", "H", "H", "H"],
  "coordinates": [[-0.15, 0.07, 0.12], [1.84, -1.72, 1.40], [1.42, -1.66, 0.00], [2.56, -1.35, -0.87], [0.76, -2.92, -0.40], [-0.71, -2.86, -0.08], [-1.46, -4.00, 0.15], [-2.82, -3.91, 0.39], [-3.45, -2.67, 0.40], [-2.70, -1.52, 0.18], [-1.34, -1.61, -0.07], [2.65, -2.46, 1.53], [0.99, -2.00, 2.02], [2.20, -0.75, 1.72], [3.35, -2.11, -0.77], [2.97, -0.38, -0.59], [2.23, -1.31, -1.91], [1.24, -3.77, 0.10], [0.88, -3.04, -1.47], [-0.98, -4.97, 0.15], [-3.40, -4.80, 0.59], [-4.51, -2.59, 0.60], [-3.18, -0.55, 0.20], [-0.46, 0.67, 2.55], [-0.30, 2.18, 1.78], [-0.17, 2.27, 0.47], [-0.08, 3.58, 0.05], [0.03, 4.00, -1.28], [0.11, 5.36, -1.54], [0.10, 6.29, -0.50], [0.00, 5.89, 0.82], [-0.10, 4.53, 1.08], [-0.27, 3.72, 2.61], [0.06, 3.26, -2.07], [0.18, 5.70, -2.56], [0.16, 7.35, -0.73], [0.01, 6.60, 1.63]],
  "lumo_ev": [-0.69, -0.83],
  "homo_lumo_gap_ev": [6.91, 6.76],
  "charge": 0,
  "e_tot_ev": -44981.325,
  "e_above_lowest_kcal_mol": 35.47,
  "e_homo_ev": [-7.601, -7.597],
  "spin_multiplicity": 1
}


{
  "formula": "C20H16N2O2",
  "method": "the ωB97M-V functional and the def2-TZVPD basis",
  "symbols": ["N", "C", "O", "C", "C", "C", "O", "H", "H", "C", "N", "C", "C", "C", "C", "C", "C", "C", "C", "C", "C", "C", "C", "C", "C", "C", "H", "H", "H", "H", "H", "H", "H", "H", "H", "H", "H", "H", "H", "H"],
  "coordinates": [[1.01, 1.17, -0.41], [2.01, 0.67, 0.44], [1.93, 0.64, 1.66], [3.08, 0.22, -0.46], [2.78, 0.59, -1.72], [1.51, 1.35, -1.71], [0.98, 1.99, -2.61], [3.92, -0.32, -0.06], [3.33, 0.45, -2.64], [-2.06, -2.47, 2.78], [-1.52, -1.97, 1.53], [-1.93, -0.82, 0.93], [-1.27, -0.67, -0.31], [-1.30, 0.45, -1.17], [-1.28, 1.77, -0.68], [-0.07, 2.06, 0.14], [0.38, 3.47, 0.10], [-0.49, 4.46, -0.26], [-1.80, 4.14, -0.67], [-2.19, 2.81, -0.87], [-0.42, -1.85, -0.45], [0.62, -2.16, -1.32], [1.56, -3.12, -0.92], [1.41, -3.83, 0.28], [0.32, -3.59, 1.13], [-0.57, -2.61, 0.73], [-1.35, -3.17, 3.24], [-2.24, -1.62, 3.44], [-3.01, -2.99, 2.62], [-2.64, -0.14, 1.40], [-1.49, 0.26, -2.23], [-0.23, 1.76, 1.19], [1.40, 3.66, 0.41], [-0.16, 5.49, -0.24], [-2.50, 4.95, -0.87], [-3.19, 2.58, -1.23], [0.70, -1.63, -2.27], [2.43, -3.30, -1.56], [2.17, -4.56, 0.57], [0.18, -4.11, 2.08]],
  "lumo_ev": -0.65,
  "homo_lumo_gap_ev": 5.84,
  "charge": 0,
  "e_tot_ev": -28071.925,
  "e_above_lowest_kcal_mol": 79.52,
  "e_homo_ev": -6.497,
  "spin_multiplicity": 1
}


{
  "formula": "C43H53BN4O5P2STi",
  "method": "the ωB97M-V functional and the def2-TZVPD basis",
  "symbols": ["Ti", "C", "C", "C", "P", "C", "C", "C", "C", "C", "C", "C", "C", "C", "C", "N", "C", "C", "C", "C", "C", "C", "C", "P", "C", "C", "C", "C", "C", "C", "H", "H", "H", "H", "H", "H", "H", "H", "H", "H", "H", "H", "H", "H", "H", "H", "H", "H", "H", "H", "H", "H", "H", "H", "H", "H", "H", "H", "H", "H", "H", "H", "H", "H", "H", "H", "H", "H", "H", "H", "O", "N", "C", "C", "C", "C", "C", "S", "H", "H", "H", "H", "O", "N", "N", "O", "C", "C", "C", "C", "C", "C", "H", "H", "H", "H", "H", "O", "B", "O", "C", "C", "C", "C", "C", "C", "H", "H", "H", "H"],
  "coordinates": [[0.43, -0.92, -0.45], [0.95, 2.55, 4.40], [-0.39, 2.57, 3.66], [-1.11, 3.90, 3.91], [-0.14, 1.96, 1.92], [0.24, 3.42, 0.83], [-0.74, 4.59, 0.77], [1.67, 3.91, 1.08], [-1.84, 1.53, 1.37], [-2.96, 1.61, 2.21], [-4.22, 1.17, 1.82], [-5.40, 1.31, 2.75], [-4.37, 0.63, 0.55], [-3.28, 0.53, -0.29], [-2.00, 0.95, 0.10], [-0.93, 0.74, -0.80], [-0.89, 1.56, -1.91], [-1.52, 2.81, -1.97], [-1.34, 3.66, -3.05], [-0.55, 3.31, -4.14], [-0.29, 4.27, -5.27], [0.00, 2.03, -4.13], [-0.19, 1.15, -3.08], [0.25, -0.61, -3.09], [1.62, -0.82, -4.32], [2.43, -2.07, -3.96], [1.26, -0.85, -5.81], [-1.31, -1.40, -3.71], [-1.11, -2.90, -3.92], [-2.02, -0.74, -4.89], [0.81, 2.77, 5.46], [1.44, 1.58, 4.31], [1.63, 3.31, 4.00], [-0.99, 1.76, 4.10], [-0.44, 4.74, 3.70], [-2.01, 4.02, 3.31], [-1.40, 3.98, 4.97], [0.24, 2.93, -0.15], [-0.59, 5.28, 1.59], [-0.60, 5.14, -0.16], [-1.78, 4.25, 0.79], [1.75, 4.43, 2.04], [2.38, 3.08, 1.08], [1.97, 4.62, 0.30], [-2.85, 2.01, 3.20], [-5.08, 1.24, 3.80], [-5.90, 2.27, 2.62], [-6.13, 0.52, 2.58], [-5.34, 0.28, 0.22], [-3.38, 0.08, -1.28], [-2.14, 3.13, -1.14], [-1.83, 4.64, -3.04], [-1.05, 5.05, -5.31], [0.68, 4.76, -5.18], [-0.30, 3.75, -6.24], [0.57, 1.71, -4.99], [2.24, 0.06, -4.13], [1.84, -2.97, -4.09], [3.31, -2.14, -4.61], [2.76, -2.05, -2.92], [0.69, -1.74, -6.05], [0.68, 0.02, -6.13], [2.18, -0.88, -6.40], [-1.94, -1.29, -2.82], [-0.49, -3.10, -4.81], [-0.64, -3.37, -3.06], [-2.07, -3.38, -4.08], [-1.46, -0.86, -5.82], [-2.99, -1.20, -5.03], [-2.17, 0.33, -4.72], [-0.97, -2.30, -0.61], [-1.36, -3.28, 0.21], [-2.38, -3.00, 1.05], [-2.88, -3.93, 1.90], [-2.29, -5.21, 1.89], [-1.26, -5.48, 1.04], [-0.74, -4.51, 0.14], [0.51, -4.83, -0.94], [-2.73, -1.98, 0.98], [-3.69, -3.66, 2.57], [-2.65, -5.98, 2.56], [-0.80, -6.45, 1.01], [2.02, 0.43, -0.39], [3.21, 0.00, -0.29], [3.26, -1.28, -0.35], [2.18, -1.99, -0.49], [4.50, -1.97, -0.18], [5.68, -1.26, 0.06], [6.85, -1.98, 0.22], [6.85, -3.36, 0.13], [5.67, -4.04, -0.11], [4.48, -3.35, -0.26], [5.66, -0.19, 0.14], [7.78, -1.45, 0.41], [7.78, -3.91, 0.26], [5.66, -5.12, -0.17], [3.53, -3.85, -0.44], [-0.87, -1.11, 2.67], [0.31, -1.05, 1.85], [1.41, -1.14, 2.76], [0.91, -1.16, 4.02], [1.58, -1.17, 5.23], [0.80, -1.16, 6.39], [-0.59, -1.13, 6.33], [-1.26, -1.12, 5.10], [-0.48, -1.13, 3.97], [2.66, -1.19, 5.26], [1.29, -1.16, 7.35], [-1.16, -1.11, 7.25], [-2.34, -1.09, 5.04]],
  "lumo_ev": [2.53, 2.53],
  "s2": 0.75,
  "homo_lumo_gap_ev": [6.65, 6.85],
  "charge": -1,
  "e_tot_ev": -114856.986,
  "e_above_lowest_kcal_mol": 110.31,
  "e_homo_ev": [-4.116, -4.318],
  "spin_multiplicity": 2
}


{
  "formula": "CH3Br2OP",
  "method": "the ωB97M-V functional and the def2-TZVPD basis",
  "symbols": ["C", "O", "P", "Br", "Br", "H", "H", "H"],
  "coordinates": [[-0.74, -0.08, -0.43], [-1.64, 0.46, 0.65], [1.36, -0.01, -0.75], [1.93, -1.71, 0.44], [2.08, 1.71, 0.44], [-1.21, 0.15, -1.48], [-0.68, -1.08, -0.29], [-1.11, 0.57, 1.42]],
  "lumo_ev": [0.22, -3.52],
  "s2": 2.01,
  "homo_lumo_gap_ev": [5.80, 6.98],
  "charge": 0,
  "e_tot_ev": -152502.581,
  "e_above_lowest_kcal_mol": 52.00,
  "e_homo_ev": [-5.582, -10.503],
  "spin_multiplicity": 3
}


Q: Look up the charge of the fifth one.
A: 0


Q: Which value of charge does entry 9 give?
A: 0


Q: Which of these has the lowest charge?
A: C43H53BN4O5P2STi